Molecular formula: C5H8O
Method: DFT, wB97M-V/def2-TZVPD

The geometry in ORCA input format:
```
! RIJCOSX wB97M-V def2-TZVPD def2/J DEFGRID3
* xyz 0 1
O -0.84735 1.54990 -0.50661
C -0.66543 0.50750 0.42622
C -1.31450 -0.77339 -0.17274
C -0.30184 -1.33374 -1.12898
C 1.75519 0.32684 -0.17996
C 0.79974 0.24942 0.74374
H -0.09357 2.14947 -0.44090
H -1.20375 0.74088 1.35758
H -2.22197 -0.43346 -0.68351
H -1.58761 -1.44192 0.65698
H 0.32694 -2.02258 -0.52835
H 1.52153 0.60039 -1.20719
H 2.78322 0.05624 0.04228
H 1.03293 -0.06798 1.75953
*
```

Summary:
**Frontier orbital gap (alpha / beta)**: 8.3 / 8.3 eV
**HOMO level (alpha / beta)**: -0.315 / -0.315 Ha

Molecular formula: C5H8O
Method: DFT, wB97M-V/def2-TZVPD

The geometry in ORCA input format:
```
! RIJCOSX wB97M-V def2-TZVPD def2/J DEFGRID3
* xyz 0 1
C -1.31758 0.83131 -0.74859
C -1.54511 -0.18543 0.37237
C -0.48324 -0.36793 -0.62328
C 0.51285 -1.10255 -1.08266
O 3.05447 0.35298 0.93787
C 1.88794 0.42590 1.22780
H -2.04503 0.87614 -1.55597
H -0.89745 1.79783 -0.47445
H -1.27438 0.11284 1.38510
H -2.42554 -0.82218 0.31931
H 0.79828 -2.03476 -0.60061
H 1.08542 -0.79861 -1.95523
H 1.36216 -0.37405 1.78595
H 1.26554 1.30598 0.96557
*
```

Summary:
**Frontier orbital gap**: 10.8 eV
**SMILES**: C=C1CC1.C=O
**HOMO level**: -0.366 Ha